{"formula": "C8H9P", "method": "ωB97M-V with the def2-TZVPD basis set", "species": ["C", "C", "C", "C", "C", "C", "C", "C", "P", "H", "H", "H", "H", "H", "H", "H", "H", "H"], "coordinates": [[-0.896, -0.582, 2.094], [0.209, 1.755, 1.235], [-1.185, -1.718, 1.550], [0.640, 1.983, -0.076], [-0.308, 0.556, 1.523], [-0.195, -0.939, -0.750], [-0.621, -2.059, 0.123], [0.991, 0.940, -2.705], [0.751, 0.379, -0.881], [-1.269, -0.470, 3.040], [0.471, 2.402, 1.992], [-1.556, -2.644, 2.179], [1.120, 2.834, -0.372], [0.209, -2.614, 0.435], [-1.514, -2.613, -0.246], [1.794, 0.302, -3.248], [1.324, 1.918, -2.675], [0.035, 0.569, -3.218]], "forces_ev_per_a": [[0.846, 2.746, -0.597], [-0.445, -2.063, -1.174], [0.186, -4.324, -0.965], [-0.620, -3.770, 0.159], [-0.376, -1.288, -1.078], [0.078, 0.319, 2.520], [-2.855, 1.859, 0.637], [-0.197, -5.334, -0.223], [-0.497, 2.540, -2.038], [-0.693, 0.623, 2.702], [0.129, 1.620, 1.741], [0.536, 2.165, -1.382], [1.298, 1.996, -0.779], [1.297, -1.564, -0.269], [1.204, -0.175, -0.614], [-1.062, 0.990, 1.129], [-0.039, 2.136, -0.379], [1.209, 1.526, 0.612]], "e_homo_ev": [-7.0, -6.9], "orbital_gap_ev": [6.5, 6.6], "e_above_lowest_ev": 6.621, "e_lumo_ev": [-0.5, -0.4]}